(1)
Here is a cluster of 12 separate species, C27H60N6O12S3 in total from the Open Molecules 2025 dataset. Energies are from the ωB97M-V functional and the def2-TZVPD basis.

Results
ΔE to the lowest compared entry with this formula, charge and spin	0.000	eV
SMILES	CCOS(C)(=O)=O.CCOS(C)(=O)=O.CCOS(C)(=O)=O.CC#N.CC#N.CC#N.CC#N.CC#N.CC#N.CCO.CCO.CCO
HOMO level	-0.3572	Eh

The geometry in ORCA input format:
```
! wB97M-V def2-TZVPD RIJCOSX def2/J DEFGRID3
* xyz 0 1
C 0.01 2.02 -2.65
C -0.34 2.85 -3.85
O -0.06 4.25 -3.67
H -0.43 2.45 -1.74
H 1.09 1.94 -2.52
H -0.38 0.99 -2.66
H -1.40 2.72 -4.08
H 0.27 2.51 -4.70
H 0.91 4.32 -3.61
C 1.90 4.60 -0.46
C 2.50 4.37 -1.83
O 2.43 2.98 -2.15
H 1.89 5.66 -0.18
H 2.44 4.09 0.34
H 0.85 4.29 -0.45
H 3.55 4.66 -1.87
H 1.94 4.91 -2.59
H 2.94 2.50 -1.47
C -0.91 0.28 -0.24
C 0.54 0.28 0.15
O 0.95 -1.07 0.35
H -1.38 1.27 -0.19
H -1.56 -0.38 0.35
H -1.10 -0.11 -1.25
H 0.62 0.85 1.09
H 1.14 0.90 -0.53
H 1.87 -1.19 0.61
C 3.50 0.65 2.23
C 3.82 1.25 0.93
N 4.05 1.72 -0.07
H 2.43 0.46 2.18
H 3.70 1.27 3.10
H 4.05 -0.29 2.22
C -2.72 5.35 1.42
C -2.68 3.90 1.23
N -2.64 2.77 1.08
H -2.28 5.79 0.53
H -2.12 5.63 2.28
H -3.74 5.69 1.56
C -1.35 -2.63 2.21
C -0.88 -4.00 2.28
N -0.54 -5.10 2.30
H -0.54 -1.91 2.20
H -2.00 -2.31 3.02
H -1.89 -2.49 1.27
C 4.75 -4.17 -0.72
C 4.10 -3.03 -0.08
N 3.57 -2.14 0.42
H 5.83 -4.09 -0.64
H 4.48 -4.05 -1.77
H 4.38 -5.13 -0.39
C -4.33 0.22 0.37
C -5.35 -0.81 0.18
N -6.15 -1.62 0.03
H -3.46 -0.13 0.91
H -4.83 1.05 0.88
H -4.11 0.57 -0.63
C -2.49 0.89 3.72
C -2.67 -0.44 4.29
N -2.80 -1.49 4.73
H -2.41 1.65 4.50
H -3.33 1.14 3.09
H -1.54 0.88 3.18
O -2.95 -1.34 -2.03
S -3.18 -0.67 -3.27
O -3.03 0.77 -3.35
O -2.09 -1.32 -4.27
C -1.91 -0.68 -5.54
C -0.44 -0.62 -5.92
C -4.66 -1.27 -4.11
H -2.36 0.30 -5.63
H -2.35 -1.30 -6.33
H 0.12 -1.55 -5.93
H 0.12 0.09 -5.31
H -0.35 -0.19 -6.92
H -5.52 -0.78 -3.65
H -4.73 -2.35 -3.97
H -4.63 -0.96 -5.15
O 4.40 -2.17 -3.58
S 3.06 -1.68 -3.71
O 2.45 -1.54 -5.00
O 2.14 -2.57 -2.76
C 0.72 -2.41 -2.87
C 0.14 -3.31 -1.83
C 2.99 -0.11 -2.81
H 0.35 -2.70 -3.85
H 0.42 -1.39 -2.67
H 0.51 -4.34 -1.86
H -0.95 -3.37 -1.81
H 0.49 -3.10 -0.81
H 1.97 0.26 -2.82
H 3.79 0.50 -3.21
H 3.29 -0.36 -1.79
O 1.01 0.11 4.13
S 0.89 0.07 5.56
O 0.06 1.02 6.25
O 0.49 -1.43 5.92
C -0.15 -1.69 7.19
C -0.57 -3.16 7.16
C 2.55 0.14 6.29
H -1.09 -1.15 7.21
H 0.50 -1.47 8.04
H -1.31 -3.28 6.37
H -1.08 -3.40 8.09
H 0.25 -3.87 7.03
H 2.99 -0.83 6.06
H 2.39 0.21 7.36
H 3.16 0.92 5.85
*
```


(2)
Here is a structure of composition C27H20MnN6OSe from the Open Molecules 2025 dataset. Energies are from the ωB97M-V functional and the def2-TZVPD basis.

Results
ΔE to the lowest compared entry with this formula, charge and spin	0.489	eV
expectation value of S²	9.2472
HOMO level (spin up / spin down)	-0.1799 / -0.2540	Eh

The geometry in ORCA input format:
```
! wB97M-V def2-TZVPD RIJCOSX def2/J DEFGRID3
* xyz 0 6
Mn 0.49 0.72 -0.41
C -1.46 1.18 -4.23
C -0.50 1.15 -3.25
N -0.73 0.70 -2.00
C -2.01 0.26 -1.69
C -3.05 0.27 -2.66
C -2.77 0.74 -3.94
C -4.35 -0.20 -2.27
C -4.60 -0.63 -1.01
C -3.57 -0.64 -0.02
C -3.78 -1.04 1.30
C -2.72 -1.01 2.20
C -1.47 -0.59 1.76
N -1.23 -0.20 0.52
C -2.27 -0.20 -0.39
H -1.21 1.54 -5.22
H 0.51 1.48 -3.46
H -3.54 0.76 -4.69
H -5.13 -0.20 -3.01
H -5.59 -0.98 -0.73
H -4.76 -1.36 1.61
H -2.85 -1.31 3.23
H -0.63 -0.57 2.44
Se 4.96 -4.59 2.66
N 4.56 -2.92 3.12
C 3.78 -2.43 2.19
C 3.25 -1.09 2.20
C 3.49 -0.20 3.23
C 2.98 1.10 3.14
C 2.24 1.46 2.03
N 1.94 0.62 1.04
C 2.44 -0.67 1.10
C 2.13 -1.54 0.04
N 1.31 -1.06 -0.96
C 0.98 -1.88 -1.95
C 1.41 -3.20 -2.04
C 2.24 -3.70 -1.04
C 2.62 -2.88 0.01
C 3.47 -3.33 1.09
N 4.01 -4.52 1.15
H 4.07 -0.53 4.08
H 3.16 1.83 3.91
H 1.88 2.47 1.93
H 0.33 -1.47 -2.71
H 1.09 -3.81 -2.87
H 2.60 -4.72 -1.06
C -0.93 3.74 1.88
O -0.55 2.55 1.19
C 0.03 2.53 -0.02
C 0.17 3.83 -0.75
H -0.08 4.42 1.99
H -1.26 3.42 2.86
H -1.75 4.25 1.36
H -0.19 4.69 -0.18
H -0.39 3.78 -1.69
H 1.22 3.99 -1.01
*
```


(3)
Here is the molecule C3H2N2OS from the Open Molecules 2025 dataset. Energies are from the ωB97M-V functional and the def2-TZVPD basis.

Results
ΔE to the lowest compared entry with this formula, charge and spin	2.651	eV
HOMO level	-0.3946	Eh

The geometry in ORCA input format:
```
! wB97M-V def2-TZVPD RIJCOSX def2/J DEFGRID3
* xyz 0 1
C 0.25 1.09 0.07
C 1.09 0.14 0.18
C 0.50 2.29 -0.70
N 0.77 3.20 -1.37
N 2.70 0.17 -0.43
O 3.17 -1.77 1.14
S 3.66 -0.93 0.06
H -0.75 0.92 0.36
H 0.72 -0.92 0.35
*
```


(4)
Here is a cluster of 2 separate species, C6H6ClN4OP in total from the Open Molecules 2025 dataset. Energies are from the ωB97M-V functional and the def2-TZVPD basis.

Results
ΔE to the lowest compared entry with this formula, charge and spin	3.489	eV
HOMO level (spin up / spin down)	-0.3580 / -0.3580	Eh

The geometry in ORCA input format:
```
! wB97M-V def2-TZVPD RIJCOSX def2/J DEFGRID3
* xyz 0 1
C 3.15 0.60 -0.31
C -2.94 1.06 0.63
C 2.29 -0.30 -0.85
C -2.13 0.06 1.05
C 1.55 0.45 1.08
C -1.81 0.50 -1.08
N 2.67 1.05 0.88
N -2.73 1.31 -0.70
N 1.25 -0.41 0.05
N -1.38 -0.31 -0.05
O 0.20 -2.39 -2.45
P -0.09 -1.38 -0.22
Cl -0.21 -2.54 1.35
H 4.08 0.97 -0.69
H -3.67 1.62 1.18
H 2.28 -0.88 -1.75
H -2.01 -0.42 2.00
H 0.91 0.58 1.93
H -1.40 0.41 -2.07
*
```


(5)
Here is a cluster of 6 separate species, C29H55N8O16PS in total from the Open Molecules 2025 dataset. Energies are from the ωB97M-V functional and the def2-TZVPD basis.

Results
SMILES	CCC[C@]1([PH2]=S)C(=O)N[C@@](CCCN)(COCOCCO)[C@]1(CCC(N)=O)COc1ccccc1.C[N+](=O)[O-].C[N+](=O)[O-].C[N+](=O)[O-].C[N+](=O)[O-].C[N+](=O)[O-]
HOMO level	-0.3069	Eh

The geometry in ORCA input format:
```
! wB97M-V def2-TZVPD RIJCOSX def2/J DEFGRID3
* xyz 0 1
C -3.98 -3.82 0.91
C -2.45 -3.99 1.32
C -1.45 -3.43 0.25
C -0.67 -2.07 0.68
P 0.39 -2.73 2.08
S 2.21 -3.25 1.59
C -1.95 -1.22 1.13
O -2.44 -1.06 2.21
N -2.43 -0.77 -0.16
C -1.25 -0.35 -1.02
C -1.86 -0.64 -2.45
C -0.84 -0.10 -3.56
C -1.49 0.91 -4.56
N -0.49 1.23 -5.64
C -1.28 1.21 -0.77
O -2.12 1.99 -1.62
C -3.46 2.06 -1.17
O -3.64 2.87 0.01
C -4.49 2.08 0.89
C -5.99 2.06 0.45
O -6.38 0.82 -0.22
C 0.00 -1.22 -0.50
C 1.28 -0.33 -0.16
C 1.53 0.29 1.24
C 0.46 1.12 1.99
N 0.30 2.51 1.61
O -0.20 0.74 2.94
C 0.73 -2.16 -1.57
O -0.09 -3.04 -2.33
C 0.63 -3.86 -3.17
C 0.24 -3.84 -4.59
C 0.88 -4.68 -5.57
C 1.94 -5.60 -5.16
C 2.37 -5.63 -3.78
C 1.69 -4.77 -2.80
H -4.59 -3.94 1.84
H -4.27 -4.53 0.10
H -4.11 -2.77 0.53
H -2.29 -5.10 1.38
H -2.29 -3.61 2.36
H -1.93 -3.33 -0.76
H -0.63 -4.20 0.12
H 0.51 -1.65 3.01
H -0.19 -3.80 2.80
H -3.00 -1.42 -0.70
H -2.09 -1.73 -2.61
H -2.87 -0.16 -2.60
H 0.01 0.42 -3.03
H -0.40 -0.93 -4.15
H -2.40 0.47 -5.06
H -1.79 1.89 -4.11
H -0.69 2.21 -5.88
H 0.45 1.27 -5.24
H -0.28 1.73 -0.77
H -1.66 1.35 0.28
H -3.95 1.05 -1.09
H -4.03 2.59 -1.99
H -4.45 2.63 1.87
H -4.05 1.07 1.08
H -6.60 2.06 1.40
H -6.29 2.89 -0.23
H -6.56 1.01 -1.15
H 2.22 -0.92 -0.37
H 1.32 0.46 -0.97
H 1.94 -0.46 1.97
H 2.40 1.01 1.11
H 1.11 2.82 1.07
H 0.25 2.99 2.52
H 1.54 -2.77 -1.08
H 1.27 -1.46 -2.27
H -0.58 -3.15 -4.91
H 0.57 -4.68 -6.64
H 2.42 -6.27 -5.91
H 3.18 -6.30 -3.40
H 2.03 -4.84 -1.75
C 3.03 0.13 4.69
N 4.14 0.69 3.87
O 3.85 1.53 3.03
O 5.26 0.26 4.08
H 2.10 0.59 4.39
H 3.00 -0.95 4.51
H 3.26 0.35 5.73
C 2.08 -2.15 8.88
N 2.27 -1.70 7.48
O 3.35 -1.94 6.96
O 1.33 -1.14 6.95
H 2.99 -2.63 9.23
H 1.86 -1.26 9.48
H 1.24 -2.84 8.90
C 1.80 3.76 5.57
N 2.20 3.27 6.92
O 2.19 4.07 7.83
O 2.51 2.10 7.01
H 1.55 4.81 5.64
H 2.64 3.60 4.90
H 0.93 3.18 5.26
C 3.47 5.60 -0.01
N 3.00 4.22 0.29
O 2.14 3.74 -0.44
O 3.50 3.65 1.24
H 2.93 5.97 -0.88
H 3.26 6.21 0.87
H 4.53 5.54 -0.21
C 1.52 4.33 -8.69
N 0.90 3.63 -7.54
O 1.65 3.07 -6.76
O -0.31 3.66 -7.46
H 2.59 4.22 -8.64
H 1.12 3.88 -9.60
H 1.23 5.38 -8.62
*
```


(6)
Here is a cluster of 8 separate species, C40H84BF2N11O4S2 in total from the Open Molecules 2025 dataset. Energies are from the ωB97M-V functional and the def2-TZVPD basis.

Results
ΔE to the lowest compared entry with this formula, charge and spin	0.267	eV
expectation value of S²	0.7559
HOMO level (spin up / spin down)	-0.3236 / -0.4861	Eh

The geometry in ORCA input format:
```
! wB97M-V def2-TZVPD RIJCOSX def2/J DEFGRID3
* xyz 3 2
B -0.75 -0.19 0.79
H -1.09 -0.86 0.01
H 0.23 0.15 0.51
H -1.40 0.67 0.81
H -0.76 -0.73 1.73
C -7.46 -1.63 -2.74
C -6.29 -1.39 -3.72
N -5.03 -1.40 -2.96
C -4.71 -0.41 -2.03
C -3.46 -0.72 -1.54
N -3.05 -1.90 -2.18
C -4.04 -2.32 -3.00
C -1.80 -2.67 -1.99
H -7.59 -0.93 -1.91
H -7.43 -2.56 -2.17
H -8.43 -1.77 -3.22
H -6.33 -0.44 -4.24
H -6.19 -2.19 -4.45
H -5.38 0.41 -1.84
H -2.85 -0.21 -0.81
H -4.09 -3.17 -3.66
H -1.79 -3.49 -2.70
H -1.72 -2.95 -0.93
H -0.96 -2.00 -2.15
C -4.17 -6.26 1.26
C -3.24 -5.10 0.82
N -3.84 -3.86 1.10
C -4.83 -3.22 0.43
C -5.18 -2.08 1.15
N -4.26 -1.82 2.08
C -3.42 -2.94 2.05
C -4.05 -0.59 2.89
H -5.11 -6.30 0.70
H -4.29 -6.24 2.35
H -3.57 -7.16 1.16
H -2.99 -5.18 -0.24
H -2.29 -5.21 1.36
H -5.31 -3.69 -0.42
H -5.95 -1.34 0.99
H -2.65 -3.07 2.79
H -3.99 0.35 2.33
H -3.09 -0.64 3.41
H -4.80 -0.68 3.67
C -1.29 1.67 5.20
C -0.82 2.13 3.77
N -1.61 3.20 3.28
C -1.86 4.46 3.79
C -2.71 5.11 2.97
N -2.97 4.36 1.80
C -2.28 3.20 2.05
C -3.82 4.81 0.70
H -0.61 0.88 5.53
H -2.32 1.31 5.11
H -1.38 2.41 6.00
H -0.73 1.32 3.06
H 0.19 2.54 3.88
H -1.31 4.74 4.67
H -3.16 6.07 3.15
H -2.19 2.32 1.43
H -4.21 3.93 0.18
H -3.12 5.42 0.13
H -4.69 5.35 1.08
C 1.11 5.52 -3.42
C 2.52 5.10 -2.93
N 2.61 4.76 -1.53
C 3.56 5.09 -0.62
C 3.39 4.30 0.50
N 2.34 3.44 0.29
C 1.82 3.76 -0.94
C 1.83 2.45 1.16
H 1.15 6.08 -4.35
H 0.56 6.24 -2.81
H 0.53 4.62 -3.62
H 3.14 5.98 -3.00
H 2.87 4.23 -3.49
H 4.34 5.77 -0.91
H 3.93 4.26 1.44
H 0.90 3.38 -1.35
H 2.35 1.53 0.88
H 0.77 2.22 1.00
H 2.10 2.67 2.19
C 6.97 1.69 -3.48
C 5.95 0.58 -3.93
C 4.92 0.31 -2.86
N 3.94 -0.86 -3.11
C 4.56 -2.24 -3.42
C 3.12 -1.01 -1.77
C 1.79 -0.35 -1.99
C 1.55 -0.66 -3.42
C 2.86 -0.50 -4.16
H 7.82 1.64 -4.16
H 7.24 1.54 -2.44
H 6.64 2.72 -3.56
H 6.49 -0.36 -4.03
H 5.53 0.82 -4.92
H 4.34 1.23 -2.72
H 5.52 0.02 -2.00
H 5.26 -2.53 -2.64
H 5.24 -2.23 -4.27
H 3.75 -2.97 -3.41
H 3.01 -2.04 -1.44
H 3.61 -0.59 -0.89
H 1.07 -0.75 -1.28
H 1.80 0.74 -2.00
H 1.24 -1.70 -3.52
H 0.77 -0.10 -3.93
H 3.07 -1.04 -5.09
H 2.95 0.57 -4.31
C 3.99 -5.89 3.58
C 3.77 -4.59 2.74
C 2.68 -3.70 3.43
N 2.40 -2.42 2.71
C 1.88 -2.67 1.27
C 3.54 -1.37 2.72
C 3.47 -0.77 4.09
C 1.99 -0.87 4.58
C 1.29 -1.61 3.42
H 3.09 -6.50 3.58
H 4.23 -5.55 4.58
H 4.62 -6.63 3.07
H 3.39 -4.94 1.78
H 4.66 -4.09 2.38
H 2.93 -3.43 4.46
H 1.72 -4.20 3.46
H 1.66 -1.68 0.88
H 1.00 -3.31 1.28
H 2.76 -3.00 0.71
H 3.36 -0.67 1.90
H 4.54 -1.79 2.66
H 3.92 0.22 4.08
H 4.16 -1.24 4.79
H 1.45 0.08 4.66
H 1.94 -1.32 5.57
H 0.94 -0.91 2.66
H 0.45 -2.25 3.71
N -1.43 4.37 -1.77
S -2.41 4.80 -2.76
O -3.80 4.72 -2.39
O -2.07 4.55 -4.17
F -2.16 6.39 -2.69
S -1.68 2.78 -2.13
O -0.82 2.18 -3.15
O -3.01 2.21 -1.94
F -0.97 2.25 -0.78
*
```


(7)
Here is the molecule C3H4N2O2S from the Open Molecules 2025 dataset. Energies are from the ωB97M-V functional and the def2-TZVPD basis.

Results
ΔE to the lowest compared entry with this formula, charge and spin	6.135	eV
SMILES	CN1OC=NOC1=S
HOMO level	-0.3443	Eh

The geometry in ORCA input format:
```
! wB97M-V def2-TZVPD RIJCOSX def2/J DEFGRID3
* xyz 0 1
C -1.13 -1.21 -0.59
C 0.07 1.95 0.70
C 1.25 -0.45 -0.12
H -0.97 -1.78 -1.53
H -0.98 -1.86 0.32
H -2.32 -0.84 -0.45
H -0.45 2.89 0.67
N -0.13 -0.05 -0.49
N 1.41 1.72 0.97
O -0.72 0.81 0.48
O 1.74 0.40 0.87
S 2.23 -1.57 -0.84
*
```